Record 1
Entry from the OMol25 dataset: a 2-piece molecular cluster, CH4N2OS overall (ωB97M-V/def2-TZVPD).

Last column: Mulliken charge in e.
Cartesian coordinates (Å):
C (3.396, 1.025, -0.096)  -0.0544
N (-0.644, 0.168, 0.107)  -0.4179
N (0.558, -0.288, 0.675)  -0.2205
O (1.007, -1.416, -0.081)  -0.4083
S (4.510, 0.004, 0.085)  -0.0144
H (0.337, -2.098, 0.060)  0.3265
H (-1.216, 0.574, 0.834)  0.2475
H (-0.535, 0.813, -0.670)  0.2075
H (1.343, 0.370, 0.557)  0.3340

E_LUMO in eV: -0.25
HOMO in eV: -8.95
Frontier orbital gap in eV: 8.69
Charge: 0

Record 2
Entry from the OMol25 dataset: an isolated ion of composition CH4N2PS and charge +1 in a non-equilibrium geometry (ωB97M-V/def2-TZVPD).

Last column: Mulliken charge in e.
Cartesian coordinates (Å):
C (0.082, 0.286, 0.093)  0.1666
N (1.318, 0.493, -0.272)  -0.2897
N (-0.470, -0.836, 0.048)  -0.2517
P (2.679, -0.721, -0.025)  0.2652
S (4.276, 0.301, 0.075)  -0.0847
H (-0.550, 1.060, 0.336)  0.3816
H (1.493, 1.405, -0.462)  0.3027
H (-1.322, -0.820, 0.615)  0.2755
H (-0.113, -1.694, -0.199)  0.2345

E_LUMO in eV: -5.79
HOMO in eV: -14.07
Frontier orbital gap in eV: 8.28
Charge: +1

Record 3
Entry from the OMol25 dataset: a 2-piece molecular cluster, CH4N2S overall in a non-equilibrium geometry (ωB97M-V/def2-TZVPD).

Last column: Mulliken charge in e.
Cartesian coordinates (Å):
C (-0.972, -0.623, -1.191)  -0.2630
N (0.709, 0.449, 1.088)  -0.1337
N (1.428, 0.522, 0.009)  -0.4818
S (-1.912, 0.141, -0.151)  -0.1350
H (-1.255, -1.002, -2.206)  0.2690
H (0.488, -0.456, 1.467)  0.2458
H (0.199, 1.342, 1.451)  0.2666
H (1.314, -0.373, -0.468)  0.2321

E_LUMO (alpha / beta) in eV: -0.71 / -0.38
HOMO (alpha / beta) in eV: -7.44 / -8.06
Frontier orbital gap (alpha / beta) in eV: 6.73 / 7.68
Charge: 0

What are the E_tot values for these records? In order: -623.27177; -889.30255; -548.01418 Ha.
What are the energy above the lowest of the compared OMol25 structures with the same formula, charge and spin values for these records? In order: 492.1; 17.7; 519.0 kJ/mol.